{"formula": "C19H40CoNP3S", "method": "ωB97M-V/def2-TZVPD", "max_force_ha_per_bohr": 0.0759, "s_squared": 6.0410, "e_homo_ha": [-0.61009, -0.61697], "lumo_energy_ha": [-0.316, -0.436], "multiplicity": 5, "de_lowest_kcal_mol": 50.91, "homo_lumo_gap_ev": [8.0092, 4.9182], "charge": 3, "species": ["C", "H", "H", "H", "H", "C", "H", "C", "H", "H", "H", "C", "C", "C", "H", "C", "H", "H", "H", "H", "H", "H", "S", "H", "C", "H", "H", "P", "H", "H", "P", "C", "C", "H", "H", "H", "H", "H", "C", "H", "H", "H", "Co", "H", "H", "H", "H", "H", "P", "C", "C", "C", "C", "H", "C", "H", "H", "H", "H", "C", "N", "C", "C", "H", "H"], "positions_angstrom": [[2.94462, -0.49280, 1.20455], [3.69728, -0.30211, 1.95809], [3.10382, -1.47719, 0.78249], [-1.98922, 3.89102, -1.65915], [-3.59539, -0.38566, 3.97093], [-0.26212, 1.72604, -4.32040], [-3.60553, 1.18509, 3.12842], [1.60112, -3.74103, 1.10181], [-2.00181, -1.40749, -3.22823], [-1.50343, 2.97818, 1.27523], [3.00647, 0.24690, 0.41534], [-0.96722, -3.67486, 2.51287], [-0.99804, -3.60556, -0.54581], [1.82668, 3.17301, -0.54050], [-2.21367, -3.24650, -3.18901], [-0.99779, 4.32479, -1.77171], [-0.54992, 2.35159, -0.45396], [1.13256, 2.03833, 1.86576], [-2.03076, -3.20009, -0.52960], [-0.46675, 4.31405, 1.79663], [-0.04476, -1.78137, -4.91058], [1.53107, 1.45958, 3.50608], [-1.58147, 0.24573, -0.78570], [-0.11068, 1.34279, 2.90622], [-1.62934, -2.38362, -3.50113], [-0.01361, -3.50502, -4.15258], [2.56319, 0.96851, -2.56805], [1.31358, -0.40816, 2.01252], [-0.57239, 4.05515, -2.71574], [-1.02987, -4.70633, -0.60946], [0.04692, 3.61572, -0.47630], [0.66352, 0.23436, -2.14252], [-1.92620, -0.01844, 2.84391], [1.02092, -0.53587, -1.43296], [1.61401, -4.83487, 1.01345], [-1.05762, 5.40451, -1.67292], [-1.96813, -3.22653, 2.50696], [2.29474, 3.30685, 0.45570], [1.51972, -1.30858, 3.58720], [1.98833, -2.29417, 3.49587], [-1.89857, 4.61332, 0.75496], [2.03658, -3.45524, 2.07104], [-0.24205, -1.07146, 0.52392], [-2.18699, 1.73471, -3.30537], [2.21634, -3.28996, 0.31199], [-0.42165, -3.33845, 3.40435], [-0.48275, -3.17202, -1.42694], [-1.02896, -4.77063, 2.47919], [-0.12364, -3.07910, 0.97161], [-2.96689, 0.49188, 3.72040], [-1.14765, 1.39339, -3.29027], [-0.69119, 0.60026, -2.21128], [-0.49392, -2.52838, -4.21227], [0.57092, -1.44920, 4.12288], [0.94120, 1.26233, 2.60962], [-2.58978, 0.98082, 4.64844], [2.37965, 3.72218, -1.30413], [1.87417, 2.09762, -0.82587], [2.17925, -0.71441, 4.23531], [-1.05694, 3.93078, 0.96701], [-1.43492, -0.59529, 1.95987], [1.09870, 1.45141, -4.17361], [1.54508, 0.87242, -2.98027], [-0.61308, 2.28275, -5.19825], [1.78425, 1.70433, -4.98608]], "nbo_charge": [-0.94, 0.27, 0.26, 0.28, 0.31, -0.19, 0.29, -0.93, 0.17, 0.24, 0.24, -0.92, -0.97, -0.92, 0.22, -0.90, 0.00, 0.23, 0.27, 0.27, 0.21, 0.27, 0.07, 0.24, -0.41, 0.21, 0.23, 0.89, 0.26, 0.29, 1.20, -0.21, 0.47, 0.21, 0.28, 0.29, 0.25, 0.29, -0.95, 0.26, 0.30, 0.25, 0.87, 0.26, 0.24, 0.25, 0.27, 0.28, 0.89, -0.75, -0.19, -0.19, -0.38, 0.26, -0.94, 0.30, 0.30, 0.27, 0.27, -0.90, -0.56, -0.11, -0.16, 0.27, 0.27]}